Record 1
Here is a 6-piece molecular cluster, C4H16NO8 overall in a non-equilibrium geometry from the Open Molecules 2025 dataset. Energies are from ωB97M-V/def2-TZVPD.

```
29
Properties=species:S:1:pos:R:3:forces:R:3
O -0.73889 2.92453 1.56038 0.6 0.1 0.0
C 0.15923 2.11792 1.38522 -1.1 -0.5 -0.1
C -0.12396 0.62035 1.55894 0.9 1.1 0.5
C 0.10578 0.19265 3.01609 0.3 -0.6 0.5
N 0.67176 -0.08865 0.57119 -0.7 0.2 -0.4
C 2.12960 -0.13661 0.70548 -0.3 -0.4 0.2
O 2.68224 0.91148 1.06313 0.0 0.0 0.1
O 2.63645 -1.25159 0.43962 0.2 0.0 -0.1
H 1.14950 2.36270 0.98975 0.1 0.2 0.2
H -1.19409 0.57243 1.40089 -0.2 -0.5 -0.7
H -0.81117 0.14947 3.60991 0.0 0.4 -0.2
H 0.49889 -0.83159 3.05585 0.1 0.2 -0.2
H 0.83080 0.81886 3.53764 0.0 0.0 -0.1
H 0.23742 -0.96779 0.33072 0.4 -0.3 0.0
H 0.46996 -2.94526 -1.71492 -0.1 -0.1 0.0
H 0.32194 -1.84058 -2.73997 0.0 0.2 -0.2
O 0.21895 -2.79233 -2.64057 0.0 0.1 0.2
H -1.03495 2.86247 -0.48104 -0.7 0.3 0.1
H -2.38086 2.89571 -1.33838 0.3 0.1 0.5
O -1.46428 2.59984 -1.30529 0.1 0.0 -0.5
H 0.04969 0.35473 -1.64992 0.3 0.6 0.2
H 0.15547 1.49387 -2.73554 -0.1 0.1 0.5
O -0.09126 0.58143 -2.58097 0.0 -1.0 -0.5
H -2.07726 0.10473 -2.50154 0.0 0.0 -0.4
H -2.55476 -1.31886 -2.33756 -0.1 0.1 -0.3
O -2.80622 -0.48682 -2.76167 0.1 0.0 0.5
H 0.42954 -3.09030 1.08322 0.3 -0.1 -0.5
H 1.69804 -2.66220 0.27694 -0.4 0.5 0.1
O 0.83241 -3.15059 0.20239 -0.1 -0.4 0.3
```
Forces are in eV/Å.

Computed properties:
Total energy   -818.7955 hartree
Energy relative to the best compared isomer or geometry (same formula, charge and spin)   116.20 kJ/mol
HOMO level   -5.63 eV
Net charge   -1
HOMO-LUMO gap   8.7 eV
LUMO   3.034 eV

Results of the Mulliken charge analysis, in e, for atoms 1 through 8: -0.6062 -0.4139 0.4190 -1.3926 -0.0757 0.4614 -0.7218 -0.8392

Record 2
Here is a 4-piece molecular cluster, C4H16O3 overall in a non-equilibrium geometry from the Open Molecules 2025 dataset. Energies are from ωB97M-V/def2-TZVPD.

```
23
Properties=species:S:1:pos:R:3:forces:R:3
C 0.71830 0.29365 -1.71027 -0.3 -0.3 -1.4
C 0.15525 0.41055 -0.27396 0.2 2.0 -0.7
C 0.94549 1.48368 0.52549 -0.6 0.0 1.2
C 0.02004 -0.88434 0.49950 -1.6 -0.4 1.4
H 0.37651 -0.62924 -2.19576 0.1 -0.1 0.3
H 1.77729 0.40578 -1.96514 0.3 -0.4 1.1
H 0.33729 1.04917 -2.41670 -0.5 0.2 0.7
H -0.82239 0.90508 -0.46660 0.2 -0.7 0.4
H 0.28471 1.93933 1.35830 1.0 -0.5 -1.3
H 1.80221 1.02074 1.04879 -0.2 0.2 -0.4
H 1.33330 2.26250 -0.14547 -0.2 0.0 0.4
H -1.03824 -1.18262 0.71443 0.6 0.3 -0.9
H 0.31612 -0.75632 1.56918 0.7 -0.2 -0.9
H 0.45769 -1.73635 -0.01317 0.4 0.0 0.3
H 4.02654 -0.51629 1.20164 -0.2 -0.1 -0.3
H 5.00931 0.45783 0.63196 0.0 0.1 -0.3
O 4.25038 -0.07722 0.36894 0.2 0.0 0.6
H -3.25423 -0.80553 2.10563 0.0 0.0 0.0
H -2.96377 0.57621 1.50244 0.0 -0.1 0.0
O -3.29885 -0.30137 1.28791 -0.1 0.3 0.1
H -3.27429 -0.87408 -0.54653 -0.3 -0.2 -0.1
H -3.93689 -1.47901 -1.85616 -0.1 0.3 0.2
O -3.22176 -1.56216 -1.22443 0.5 -0.3 -0.1
```
Forces are in eV/Å.

Computed properties:
Total energy   -387.6838 hartree
Energy relative to the best compared isomer or geometry (same formula, charge and spin)   102.40 kJ/mol
HOMO level   -10.44 eV
HOMO-LUMO gap   11.0 eV
LUMO   0.543 eV
Structure (SMILES)   CC(C)C.O.O.O

Results of the Mulliken charge analysis, in e, for atoms 1 through 8: -1.6270 1.3255 -1.4162 -1.3008 0.4070 0.3245 0.3911 0.0420

Record 3
Here is a 4-piece molecular cluster, C4H16O4 overall in a non-equilibrium geometry from the Open Molecules 2025 dataset. Energies are from ωB97M-V/def2-TZVPD.

```
24
Properties=species:S:1:pos:R:3:forces:R:3
C 10.13229 -3.47302 20.90639 2.4 -0.3 -0.2
O 10.03216 -2.63644 21.96609 -2.1 0.6 0.4
H 11.20375 -3.52864 20.71409 -0.1 -0.2 -1.0
H 9.89054 -4.48896 21.21869 -0.7 -0.6 0.2
H 9.52276 -3.22978 20.03611 -0.5 0.2 0.1
H 10.89059 -2.27970 22.20569 1.2 0.6 0.4
C 13.60214 -2.51668 21.97567 -0.6 -0.6 -1.4
O 12.63442 -1.44322 21.92997 -0.1 -1.0 0.3
H 13.60990 -3.12382 22.88089 0.4 1.0 0.6
H 13.26901 -3.28093 21.27351 -0.4 0.0 -0.5
H 14.55456 -2.25151 21.51669 0.2 0.3 0.9
H 13.04135 -0.58014 21.82461 0.2 -0.1 0.2
C 13.18062 -2.19543 18.17189 0.0 -0.7 0.0
O 13.48918 -3.50196 17.69625 0.5 1.0 1.7
H 12.09469 -2.24194 18.25384 -0.7 0.7 0.0
H 13.54639 -1.94173 19.16685 0.4 -0.7 -0.1
H 13.50760 -1.40426 17.49719 -0.2 -0.1 -0.3
H 13.20127 -3.49413 16.78047 0.2 0.1 -1.1
C 11.93791 -4.27960 15.22863 -2.2 -1.6 -0.3
O 12.90954 -3.33190 15.03019 1.5 0.8 0.2
H 11.11077 -3.87041 15.80871 -0.4 0.0 0.0
H 11.55184 -4.66117 14.28340 -0.2 0.1 -0.1
H 12.24713 -5.17775 15.76323 0.8 0.3 0.1
H 12.52629 -2.62463 14.50626 0.2 0.2 -0.1
```
Forces are in eV/Å.

Computed properties:
Total energy   -462.4899 hartree
Energy relative to the best compared isomer or geometry (same formula, charge and spin)   313.76 kJ/mol
HOMO level (alpha / beta)   -14.14 / -12.89 eV
Net charge   +1
HOMO-LUMO gap (alpha / beta)   11.5 / 2.9 eV
LUMO (alpha / beta)   -2.650 / -9.968 eV
2S+1   2

Results of the Mulliken charge analysis, in e, for atoms 1 through 8: -0.0905 -0.2396 -0.0546 0.2889 0.2902 0.4757 -0.6730 -0.5767

Record 4
Here is C4H17LiNO4 as an isolated structure in a non-equilibrium geometry from the Open Molecules 2025 dataset. Energies are from ωB97M-V/def2-TZVPD.

```
27
Properties=species:S:1:pos:R:3:forces:R:3
Li 0.15516 -0.75374 -0.21095 -6.0 10.5 -3.3
O -0.98816 -0.84648 -1.53325 -3.0 -3.4 -6.0
H -1.29575 -1.45421 -2.20577 0.0 -0.4 -0.8
H -0.94044 -0.00030 -1.97815 -0.3 0.1 -0.2
O 1.09853 -0.92611 -1.17904 9.7 -1.3 -10.7
H 1.25594 -1.72745 -1.67835 -0.1 -0.2 -0.5
H 1.96248 -0.52297 -1.09360 0.2 -0.5 -0.4
O 0.35854 -1.73049 0.57084 0.7 -14.6 11.7
H 0.80397 -1.66533 1.41558 0.0 -0.4 0.1
H 0.00436 -2.61960 0.55424 -0.4 -0.6 0.2
C 0.83926 1.68364 -0.88311 0.7 0.3 1.0
C 0.84585 1.09524 0.55570 -0.1 2.0 0.6
C -0.63583 0.85994 1.05304 3.2 0.3 0.1
O -1.20653 -0.02936 0.11693 -5.2 6.3 7.1
C -2.57027 -0.19731 0.63400 0.9 -1.4 -0.8
N 1.77600 -0.01652 0.68306 2.0 0.8 2.6
H 0.35958 1.07789 -1.65192 0.2 0.5 0.3
H 1.90173 1.77100 -1.11034 0.0 0.1 -0.6
H 0.46240 2.70576 -0.84636 -0.2 -0.2 -0.1
H 1.32976 1.81592 1.21490 -0.9 0.9 -0.1
H -1.01082 1.88022 1.13385 -0.7 -0.1 -0.4
H -0.61763 0.43925 2.05842 -0.1 -0.1 0.3
H -3.04928 -0.86677 -0.08048 -0.4 0.5 -0.1
H -3.05643 0.76219 0.81037 0.0 -0.1 -0.3
H -2.49258 -0.77041 1.55792 -0.1 0.2 0.3
H 1.98398 -0.18402 1.65711 -0.5 0.1 0.7
H 2.72618 0.22004 0.43546 0.1 0.7 -0.7
```
Forces are in eV/Å.

Computed properties:
Total energy   -525.2978 hartree
Energy relative to the best compared isomer or geometry (same formula, charge and spin)   1100.69 kJ/mol
HOMO level   -13.17 eV
Net charge   +1
HOMO-LUMO gap   10.2 eV
LUMO   -3.003 eV

Results of the Mulliken charge analysis, in e, for atoms 1 through 8: 0.5783 -0.5264 0.2897 0.2528 -0.6343 0.3495 0.2096 -0.3624

Record 5
Here is a 4-piece molecular cluster, C4H17N2O2 overall in a non-equilibrium geometry from the Open Molecules 2025 dataset. Energies are from ωB97M-V/def2-TZVPD.

```
25
Properties=species:S:1:pos:R:3:forces:R:3
C 1.13597 0.99350 -1.35759 -1.6 0.1 -2.2
C 0.12507 0.32666 -0.49291 -1.4 1.0 0.5
C -0.07764 -1.16910 -0.54972 0.8 -3.7 0.3
C -0.53745 -1.75598 0.87392 0.1 0.1 -0.2
N 1.69601 -0.01232 2.43443 -0.8 0.1 -0.1
N -1.18185 1.06903 -0.49337 2.7 0.7 3.8
H 0.73418 0.85933 -2.37650 1.0 -0.5 -0.4
H 2.11096 0.56837 -1.17646 0.5 -0.4 -0.3
H 1.14063 2.08338 -1.35949 0.0 0.0 1.0
H 0.55719 0.35412 0.52127 -0.4 0.4 1.1
H 0.85346 -1.74217 -0.95010 -1.3 1.2 1.1
H -0.81194 -1.54775 -1.30819 0.1 1.0 0.3
H 0.39384 -1.70663 1.55447 -1.3 0.5 -0.6
H -1.47918 -1.22072 1.28335 1.9 -0.6 -0.5
H -0.72774 -2.86603 0.96229 0.0 1.1 -0.8
H 1.97386 0.88890 2.84901 0.3 -0.5 -0.1
H 1.40145 -0.69396 3.14322 0.4 0.3 0.0
H -1.50060 1.38089 -1.38167 -0.3 0.6 -0.8
H -1.08353 1.84330 0.26882 -1.0 -1.7 -2.1
H 3.42562 -1.52249 0.63662 1.4 -0.9 0.0
H 2.21493 -0.47902 1.53787 -0.1 0.3 -0.6
O 2.67094 -1.00210 0.42424 -1.1 1.1 0.6
H -4.64060 1.08248 -1.81210 -0.6 -0.8 -0.2
H -4.45376 2.55482 -1.49725 1.3 -1.7 -0.5
O -3.93982 1.71346 -1.73416 -0.6 2.5 0.7
```
Forces are in eV/Å.

Computed properties:
Total energy   -422.0402 hartree
Energy relative to the best compared isomer or geometry (same formula, charge and spin)   925.54 kJ/mol
HOMO level   -13.37 eV
Net charge   +1
HOMO-LUMO gap   3.9 eV
LUMO   -9.517 eV

Results of the Mulliken charge analysis, in e, for atoms 1 through 8: -1.4434 0.7880 -0.4451 -0.8779 -0.4016 -0.2715 0.3890 0.3386

Which of these has the highest total energy? C4H16O3

Number 3 is which compound? C4H16O4

What is the formula in the fifth record? C4H17N2O2